(1)
Density functional theory data (ωB97M-V/def2-TZVPD) for 28 unconnected molecules or ions with the total composition C13H69BF9N4O34 at a distorted geometry.

Element x y z (Å)
F -4.872 4.411 0.634
F -1.507 0.501 2.470
F -2.637 2.807 -1.730
F -1.906 5.280 0.987
F -3.391 2.874 1.434
F -0.438 -1.506 2.475
F 0.102 0.061 4.025
F -1.372 5.711 -1.186
F -3.657 4.842 -1.656
O -4.430 1.708 -5.056
O -0.455 -4.021 -0.781
O -9.222 5.077 -1.115
O -3.356 0.244 -2.921
O -3.391 5.939 4.898
O 1.181 -5.505 4.047
O 1.562 0.195 -5.415
O -4.131 7.276 2.170
O 5.309 3.394 3.447
O 5.622 -5.578 -4.110
O 1.897 -7.486 -0.887
O 1.396 -2.220 5.781
O 0.429 2.673 2.604
O 3.322 2.849 -5.578
O -5.816 2.234 -1.121
O -8.793 2.781 1.463
O 3.850 0.289 -1.757
O -4.312 0.810 -0.006
O 4.581 -2.884 -2.815
O 4.592 -6.072 0.204
O 6.273 -1.596 5.542
O -1.004 2.311 -3.563
O 5.897 -3.437 3.283
O 3.031 -7.339 -3.745
O -0.407 -8.382 -3.508
O 0.058 -1.396 -3.064
O 2.337 4.323 2.461
O 5.442 2.179 -1.205
O -8.544 0.210 -0.516
O 2.556 2.412 4.021
O 0.776 4.380 -0.275
O 1.001 3.498 6.834
O 3.030 -4.033 2.377
O -8.435 2.299 -2.773
N 0.322 -0.172 -0.736
N 0.811 0.394 1.741
N 3.021 -3.487 -0.024
N 1.807 -1.486 0.621
C -0.268 2.187 0.191
C -1.656 4.647 -0.269
C -2.939 3.882 -0.861
C -0.985 -0.869 -0.883
C 0.253 1.292 -1.049
C 2.081 -2.443 -0.523
C -3.987 3.356 0.233
C 0.983 -0.441 0.539
C -0.319 3.763 -0.140
C -4.806 2.097 -0.391
C 0.704 1.849 1.431
C -0.238 -0.090 2.643
C -1.025 -1.437 -2.403
B 1.755 3.118 3.054
H 2.290 -7.582 -3.176
H -0.862 -4.489 -1.522
H -8.125 3.044 -3.303
H 4.831 -6.231 1.125
H -8.886 1.101 -0.360
H 4.974 -6.293 -4.103
H -1.359 1.871 0.371
H -3.778 5.276 4.314
H -1.906 -0.207 -0.737
H 4.131 -5.221 0.225
H 2.672 2.134 -5.566
H 2.638 -1.828 -1.318
H 3.094 4.027 1.896
H 0.227 -8.160 -2.814
H -0.474 -4.665 -0.060
H 5.945 3.338 4.172
H -0.427 1.397 -1.976
H -5.253 1.976 -5.485
H 5.887 -0.740 5.322
H 2.288 -1.627 1.536
H 2.752 -7.042 -0.785
H 3.380 2.941 4.150
H 1.993 -8.298 -0.372
H -2.971 6.566 4.294
H -7.937 3.218 1.560
H -0.377 2.189 -4.289
H 6.748 -2.993 3.384
H 2.788 3.652 -5.555
H -1.960 -1.868 -2.900
H -4.180 0.514 -3.353
H -1.822 2.586 -4.000
H 0.964 -0.356 -4.892
H -1.092 -1.737 -0.126
H 5.521 -2.121 5.843
H -3.473 6.657 1.829
H 2.434 -4.149 0.508
H 0.650 -2.752 6.087
H -0.742 -7.527 -3.801
H 1.004 -1.361 5.580
H 2.283 -4.277 2.949
H 5.993 -4.247 3.799
H 5.531 -2.745 -2.923
H 1.632 3.388 6.110
H -9.641 4.627 -1.859
H 1.309 1.603 -1.406
H 2.219 -0.427 -5.754
H 0.186 3.765 6.392
H 3.658 -3.608 2.981
H -2.739 0.121 -3.653
H 1.776 -6.221 4.304
H 0.364 -5.958 3.800
H -3.814 1.585 -5.789
H 4.981 3.028 -1.183
H 5.083 -4.775 -4.097
H -4.464 0.167 -0.739
H 3.657 -6.918 -3.142
H 3.765 -3.097 0.570
H 4.156 1.028 -2.295
H -4.733 6.719 2.681
H 1.070 -2.848 -0.879
H 5.688 2.023 -0.284
H -7.790 2.237 -2.058
H 1.760 2.181 1.080
H -7.595 0.342 -0.630
H -9.241 4.423 -0.405
H 4.489 0.246 -1.039
H 4.230 -1.994 -2.674
H -8.697 1.963 1.969
H 5.613 4.150 2.928

Charge: +1
Frontier orbital gap, eV: 8.3
Energy relative to the best compared isomer or geometry (same formula, charge and spin), kJ/mol: 575.6
HOMO energy, eV: -12.486
Calculated total energy, eV: -115302.362

Löwdin population analysis, charges in e, atoms 1 to 99: 0.086, 0.117, 0.077, 0.083, 0.069, 0.072, 0.099, 0.084, 0.091, -0.044, -0.050, -0.062, -0.069, -0.056, -0.045, -0.053, -0.045, -0.040, -0.051, -0.059, -0.062, 0.093, -0.063, 0.112, -0.044, -0.071, 0.064, -0.055, -0.050, -0.058, -0.062, -0.062, -0.046, -0.048, -0.003, 0.104, -0.045, -0.052, 0.126, 0.124, -0.049, -0.080, -0.057, -0.044, 0.135, 0.008, 0.201, -0.071, -0.192, -0.189, -0.089, -0.073, -0.154, -0.187, -0.134, -0.116, -0.259, -0.212, -0.359, -0.142, -0.588, -0.002, 0.071, 0.041, 0.043, 0.014, 0.000, 0.135, 0.020, 0.116, -0.017, -0.011, 0.117, 0.105, 0.000, 0.069, 0.065, 0.108, 0.065, 0.035, 0.178, 0.012, 0.082, 0.057, 0.025, 0.038, 0.064, 0.044, 0.033, 0.138, 0.034, 0.050, 0.007, 0.135, 0.039, 0.001, 0.064, 0.040, 0.035

---

(2)
Density functional theory data (ωB97M-V/def2-TZVPD) for a molecular structure, C42H40AsCl3GeN3OS4SiW at a distorted geometry.

Element x y z (Å)
W -0.282 0.275 -0.379
As 0.780 2.670 -1.189
Ge 1.881 -1.621 -2.990
Cl 0.494 0.186 -3.510
Cl 2.730 -0.261 -1.240
Cl 3.419 -1.179 -4.567
S 1.232 0.599 1.506
S 0.812 -0.392 4.353
S -1.265 -1.802 -1.591
S -2.140 1.156 -1.766
Si -1.784 -5.257 -1.193
O -1.057 1.930 0.686
N -1.334 -0.584 1.134
N 0.560 -1.954 0.074
N -0.988 -0.544 2.482
C -4.829 2.432 2.196
C 0.923 5.936 2.217
C 4.813 3.876 -3.419
C 4.290 -3.278 3.395
C 0.842 4.028 0.192
C -1.381 -7.015 -0.702
C 1.656 -4.168 2.848
C -3.552 -4.873 -0.731
C -2.196 2.039 1.291
C -0.042 6.014 1.226
C 3.007 2.310 -3.125
C 1.819 3.961 1.182
C 3.059 4.328 -1.838
C 0.190 -0.105 2.702
C -2.401 4.286 -4.243
C -1.476 -5.005 -3.018
C -0.574 -4.146 -0.236
C 1.387 -2.446 0.910
C 0.750 -2.209 4.292
C 4.075 -4.646 3.088
C -0.413 -2.737 -0.548
C -1.703 2.626 -2.628
C 1.855 4.906 2.193
C -2.637 3.115 -3.552
C 4.236 4.705 -2.471
C -2.640 -0.266 0.838
C -2.557 3.253 1.929
C -4.476 1.232 1.652
C -1.227 5.007 -4.032
C -0.092 5.053 0.221
C 4.188 2.683 -3.747
C 0.268 -4.636 0.693
C 1.913 -2.902 3.626
C 2.818 -5.118 2.924
C -3.840 3.431 2.361
C 2.430 3.121 -2.151
C -0.299 4.531 -3.125
C 3.198 -2.466 3.754
C -0.536 3.352 -2.420
C -3.568 -1.369 0.437
C -3.138 0.987 1.260
C 1.399 -3.876 1.291
H 2.613 4.839 2.963
H -4.112 4.367 2.834
H -1.809 4.025 2.031
H -4.061 -1.179 -0.520
H -1.039 5.923 -4.574
H -0.772 6.814 1.236
H -0.860 5.117 -0.538
H 4.617 2.021 -4.488
H 4.698 5.650 -2.211
H 5.297 -2.896 3.483
H 0.712 -2.537 5.336
H 0.953 6.677 3.006
H -3.548 2.557 -3.725
H 4.922 -5.317 3.016
H 2.639 5.004 -1.107
H 0.620 5.084 -2.965
H 2.135 -1.765 1.304
H -4.348 -1.426 1.199
H 0.747 -4.656 3.209
H -2.067 -4.185 -3.426
H -0.328 -7.258 -0.860
H -3.057 -2.325 0.407
H -3.131 4.639 -4.960
H -0.424 -4.785 -3.218
H 2.302 -4.268 0.794
H 2.636 -6.168 2.726
H -0.203 -2.479 3.837
H -3.669 -4.788 0.351
H 2.567 3.178 1.162
H 2.543 1.385 -3.421
H -3.903 -3.945 -1.186
H 3.381 -1.495 4.200
H 0.201 -5.680 0.985
H -1.629 -7.223 0.341
H -1.736 -5.914 -3.566
H -5.842 2.613 2.525
H -1.970 -7.699 -1.317
H -5.213 0.445 1.568
H -4.204 -5.679 -1.073
H 5.742 4.158 -3.899

Charge: 0
Frontier orbital gap (spin up / spin down), eV: 5.3 / 5.3
Energy relative to the best compared isomer or geometry (same formula, charge and spin), kJ/mol: 566.0
Expectation value of S²: 0.79
2S+1: 2
HOMO energy (spin up / spin down), eV: -7.198 / -7.199
Calculated total energy, eV: -258688.333

Computed Löwdin charges, given in elementary charges: 0.935, 1.270, 0.097, -0.007, -0.010, -0.088, 0.608, 0.898, 0.749, 0.618, 0.519, -0.393, -0.276, -0.142, -0.007, -0.085, -0.084, -0.084, -0.043, -0.385, -0.183, -0.197, -0.174, -0.334, -0.089, -0.170, -0.136, -0.116, -1.021, -0.083, -0.174, -0.210, -0.095, -0.416, -0.098, -0.711, -0.644, -0.071, -0.120, -0.084, -0.328, 0.021, -0.019, -0.085, -0.107, -0.072, -0.002, -0.249, -0.051, -0.062, -0.341, -0.105, -0.072, -0.407, -0.049, -0.166, -0.169, 0.105, 0.106, 0.102, 0.091, 0.101, 0.106, 0.106, 0.100, 0.102, 0.102, 0.089, 0.102, 0.098, 0.106, 0.092, 0.103, 0.078, 0.093, 0.144, 0.024, 0.038, 0.038, 0.103, 0.034, 0.179, 0.111, 0.072, 0.037, 0.087, -0.044, 0.024, 0.101, 0.113, 0.037, 0.036, 0.099, 0.037, 0.107, 0.037, 0.102

---

(3)
Density functional theory data (ωB97M-V/def2-TZVPD) for a molecular structure, C5H8NO2 at a distorted geometry.

Element x y z (Å)
O -3.313 -2.091 0.145
O -4.032 -3.848 -1.088
N 2.327 0.604 -0.668
C -0.204 -0.185 0.411
C 2.227 2.322 1.142
C -3.473 -2.753 -0.905
C 1.775 1.437 0.202
C 0.478 0.972 -0.207
H -0.325 -0.061 1.489
H -1.212 -0.334 0.015
H 0.424 -1.044 0.180
H 3.298 2.448 1.210
H 3.329 0.664 -0.584
H -3.047 -2.286 -1.844
H 1.517 2.889 1.724
H 0.231 1.267 -1.223

Charge: -1
Frontier orbital gap, eV: 5.7
Energy relative to the best compared isomer or geometry (same formula, charge and spin), kJ/mol: 419.2
HOMO energy, eV: -4.096
Calculated total energy, eV: -10896.936

Computed natural (NBO) charges, given in elementary charges: -0.811, -0.778, -0.813, -0.728, -0.663, 0.627, 0.089, 0.289, 0.242, 0.284, 0.298, 0.194, 0.383, -0.031, 0.199, 0.219

---

(4)
Density functional theory data (ωB97M-V/def2-TZVPD) for a molecular structure, C13H23InN4O2P2 at a distorted geometry.

Element x y z (Å)
In 0.046 0.762 0.555
P 1.987 -0.707 0.120
P -2.314 0.766 -0.542
O 0.348 3.251 -1.262
O 3.105 2.974 -3.324
N -0.085 -0.694 -1.965
N -0.430 -0.088 2.464
N -0.706 -0.901 4.756
N -0.155 0.245 6.893
C -1.409 -2.202 -3.254
C 2.160 -1.263 -1.575
C 1.818 -2.241 1.081
C 1.034 -1.360 -2.431
C -0.309 -2.613 -4.004
C -0.402 -0.261 5.864
C 3.485 0.203 0.625
C 0.938 -2.135 -3.639
C -3.958 0.873 0.210
C -1.257 -1.218 -2.274
C -2.399 1.991 -1.885
C -0.535 -0.412 3.595
C -2.453 -0.815 -1.450
H 3.678 2.287 -2.976
H 4.426 -0.352 0.533
H -1.614 1.850 -2.641
H -2.602 -1.602 -0.697
H 3.110 2.848 -4.258
H -3.356 1.828 -2.396
H 3.277 0.432 1.675
H -4.168 -0.033 0.792
H -2.398 3.011 -1.469
H -4.729 0.972 -0.567
H 1.856 -2.410 -4.165
H 3.143 -1.162 -2.044
H -0.419 -3.362 -4.785
H 1.277 3.575 -1.378
H 0.428 2.164 -0.896
H -2.392 -2.640 -3.356
H -3.320 -0.778 -2.116
H -4.010 1.744 0.872
H 1.458 -1.905 2.054
H 3.582 1.142 0.064
H -0.249 3.299 -2.000
H 2.755 -2.803 1.170
H 1.071 -2.884 0.604

Charge: +2
Frontier orbital gap (spin up / spin down), eV: 4.6 / 5.3
Energy relative to the best compared isomer or geometry (same formula, charge and spin), kJ/mol: 393.0
HOMO energy (spin up / spin down), eV: -13.648 / -13.657
Calculated total energy, eV: -47641.345

Computed Löwdin charges, given in elementary charges: 0.675, 0.773, 0.814, 0.124, -0.036, 0.055, -0.010, 0.110, 0.138, 0.017, -0.134, -0.194, -0.318, -0.005, -0.362, -0.219, 0.033, -0.210, -0.338, -0.243, -0.310, -0.266, 0.035, 0.078, 0.055, 0.123, 0.036, 0.077, 0.061, 0.073, 0.070, 0.077, 0.134, 0.102, 0.136, 0.161, 0.036, 0.132, 0.116, 0.069, 0.033, 0.052, 0.097, 0.082, 0.072

---

(5)
Density functional theory data (ωB97M-V/def2-TZVPD) for 2 unconnected molecules or ions with the total composition C6H12N at a distorted geometry.

Element x y z (Å)
N 0.618 -1.242 0.246
C -0.494 1.381 -1.063
C 1.809 -1.102 1.087
C -1.355 -0.155 1.596
C -0.357 -0.101 0.487
C -0.315 0.607 1.761
C -1.039 0.888 -2.334
H 0.176 -2.166 0.513
H -1.991 0.461 -2.442
H 0.073 1.144 2.627
H 0.845 -1.442 -0.784
H -0.980 1.790 -3.074
H 2.036 -0.066 1.053
H 1.718 -1.626 1.982
H -0.254 0.168 -2.677
H 2.686 -1.557 0.674
H -1.311 1.824 -0.490
H -2.234 -0.788 1.921
H 0.369 1.980 -1.082

Charge: +1
Frontier orbital gap, eV: 9.6
Energy relative to the best compared isomer or geometry (same formula, charge and spin), kJ/mol: 534.0
HOMO energy, eV: -12.885
Calculated total energy, eV: -7894.527

Computed natural (NBO) charges, given in elementary charges: -0.551, -0.255, -0.431, -0.175, 0.024, -0.195, -0.659, 0.434, 0.236, 0.269, 0.454, 0.249, 0.236, 0.239, 0.197, 0.240, 0.204, 0.275, 0.210

---

(6)
Density functional theory data (ωB97M-V/def2-TZVPD) for a single C20H26N4O molecule.

Element x y z (Å)
O -4.312 -1.914 -1.120
N -2.552 -1.109 0.078
N 0.216 -3.299 0.161
N 2.945 -0.698 -0.270
N -0.403 -2.135 0.374
C -4.342 0.936 1.057
C 3.942 0.295 0.058
C 4.562 2.378 -1.125
C -1.903 -3.454 -0.564
C 1.550 -1.411 1.682
C -5.432 0.718 -1.073
C 3.499 1.558 0.844
C 0.562 0.077 -0.098
C -0.670 -4.095 -0.401
C 1.749 -0.337 -0.986
C -4.523 0.239 -0.134
C -5.046 2.104 1.291
C 2.675 -1.742 0.689
C -3.816 -1.038 -0.446
C 4.611 0.850 -1.224
C -6.126 1.890 -0.840
C -1.693 -2.189 -0.052
C -5.930 2.588 0.341
C 3.381 2.662 -0.201
C 0.263 -0.993 0.965
H -4.907 2.636 2.220
H 4.284 1.822 1.555
H 3.427 3.659 0.238
H 5.633 0.489 -1.319
H 1.967 0.469 -1.686
H -2.808 -3.834 -0.987
H 2.442 2.574 -0.750
H 0.774 1.021 0.405
H 4.687 -0.241 0.652
H 5.478 2.752 -0.666
H 1.349 -2.290 2.294
H 3.588 -1.968 1.242
H 1.443 -1.217 -1.566
H 1.859 -0.595 2.337
H 2.583 1.401 1.407
H 4.453 2.851 -2.100
H -3.682 0.557 1.826
H -5.579 0.154 -1.981
H -6.474 3.502 0.527
H -0.427 -0.574 1.717
H -2.199 -0.305 0.575
H 4.062 0.499 -2.096
H 2.374 -2.636 0.133
H -6.823 2.259 -1.577
H -0.400 -5.097 -0.668
H -0.312 0.228 -0.736

Charge: 0
Frontier orbital gap, eV: 8.3
Energy relative to the best compared isomer or geometry (same formula, charge and spin), kJ/mol: 174.3
SMILES: O=C(Nc1ccnn1C1CCN(C2CCCC2)CC1)c1ccccc1
HOMO energy, eV: -7.842
Calculated total energy, eV: -29170.054

Computed natural (NBO) charges, given in elementary charges: -0.583, -0.612, -0.293, -0.461, -0.188, -0.146, -0.026, -0.405, -0.354, -0.424, -0.155, -0.435, -0.423, -0.040, -0.224, -0.169, -0.231, -0.221, 0.667, -0.416, -0.209, 0.308, -0.194, -0.404, -0.038, 0.216, 0.204, 0.210, 0.214, 0.204, 0.254, 0.190, 0.205, 0.200, 0.195, 0.231, 0.198, 0.202, 0.206, 0.203, 0.210, 0.199, 0.235, 0.217, 0.193, 0.409, 0.211, 0.231, 0.218, 0.208, 0.210

---

(7)
Density functional theory data (ωB97M-V/def2-TZVPD) for a single C4H8INS molecule at a distorted geometry.

Element x y z (Å)
I 2.814 -0.331 -0.001
S -0.659 -3.901 0.016
N 0.053 -1.435 0.517
C 0.514 -0.151 0.105
C -0.229 -2.397 -0.345
C 0.157 0.892 1.148
C -0.178 0.257 -1.149
H -1.217 -0.027 -1.024
H 0.295 -1.647 1.436
H 0.192 -0.046 -2.073
H -0.239 1.407 -1.208
H -0.790 0.802 1.647
H 0.318 1.922 0.709
H 0.786 0.922 2.097
H -0.230 -2.006 -1.283

Charge: 0
Frontier orbital gap, eV: 8.3
Energy relative to the best compared isomer or geometry (same formula, charge and spin), kJ/mol: 40.5
SMILES: CC(C)(I)NC=S
HOMO energy, eV: -8.674
Calculated total energy, eV: -24702.874

Computed natural (NBO) charges, given in elementary charges: -0.024, -0.086, -0.605, 0.163, -0.070, -0.680, -0.682, 0.235, 0.402, 0.235, 0.231, 0.238, 0.232, 0.234, 0.177

---

(8)
Density functional theory data (ωB97M-V/def2-TZVPD) for a gas-phase ion, C4H9N2O2 (charge -1) at a distorted geometry.

Element x y z (Å)
O 1.571 0.192 1.795
O -1.577 0.525 1.171
N 1.538 -0.041 -1.813
N -2.782 -0.309 -0.577
C -1.545 0.229 -0.249
C 1.023 0.203 -0.617
C -0.285 -0.614 -0.519
C 2.025 -0.168 0.652
H -0.286 -1.372 0.274
H -2.690 -0.851 -1.434
H -2.244 -0.106 1.468
H 2.489 0.341 -1.907
H 0.678 1.271 -0.579
H -1.356 1.231 -0.750
H -0.462 -1.047 -1.494
H 3.016 0.286 0.406
H 2.083 -1.267 0.529

Charge: -1
Frontier orbital gap, eV: 3.8
Energy relative to the best compared isomer or geometry (same formula, charge and spin), kJ/mol: 755.0
HOMO energy, eV: -2.602
Calculated total energy, eV: -11363.341

Computed natural (NBO) charges, given in elementary charges: -0.590, -0.753, -0.499, -0.917, 0.227, -0.110, -0.455, 0.028, 0.212, 0.295, 0.465, 0.294, 0.243, 0.111, 0.206, 0.102, 0.142

---

> The lowest calculated total energy belongs to which entry?

C42H40AsCl3GeN3OS4SiW

---

> The lowest calculated total energy belongs to which entry?

C42H40AsCl3GeN3OS4SiW